Below is a cluster of 2 separate species, C3H8S2 in total, with properties calculated with ωB97M-V/def2-TZVPD.

M: 108.2 g mol⁻¹
Energy above the lowest of the compared OMol25 structures with the same formula, charge and spin: 77.3 kcal per mole
Total energy: -24908.047 eV
Orbital gap: 8.93 eV

Bonds (Å) are listed after each position.
Cartesian coordinates (Å):
1 S 1.9660 -0.2970 1.8666  S2 2.105, H7 1.334
2 S 1.9880 -1.9559 0.5714  S1 2.105, H11 1.556
3 C 0.1557 0.6631 -1.4465  C4 1.492, H8 1.098, H10 1.080, H12 1.084
4 C -0.6526 0.7550 -0.1953  C3 1.492, C5 1.342, H9 1.104
5 C -1.4847 -0.1899 0.2697  C4 1.342, H6 1.086, H13 1.096
6 H -2.4666 -0.0060 0.6946  C5 1.086
7 H 0.9420 -0.5720 2.6764  S1 1.334
8 H 0.9201 1.4231 -1.6531  C3 1.098
9 H -1.0497 1.7411 0.1041  C4 1.104
10 H -0.5601 0.9462 -2.2044  C3 1.080
11 H 0.8047 -0.9528 0.4495  S2 1.556
12 H 0.5686 -0.3353 -1.5324  C3 1.084
13 H -1.1315 -1.2195 0.3992  C5 1.096